22
Properties=species:S:1:pos:R:3 method="wB97M-V/def2-TZVPD" relative_energy_kcal_mol=77.1 fmax_ha_per_bohr=0.096 spin_multiplicity=1 e_homo_ev=-2.392 total_charge=-1
S 0.79 -2.34 -1.93
O -2.82 -1.23 1.39
N 0.02 1.86 0.48
C 0.81 -0.58 0.16
C 1.12 -0.60 -1.31
C -1.31 1.32 0.50
C 0.16 3.02 1.39
C 1.12 0.86 0.63
H -0.54 3.72 0.91
H -0.01 2.96 2.50
H -0.25 -0.91 0.50
H -2.62 -2.00 2.14
H -2.01 2.19 0.82
H 1.53 0.77 1.66
H -2.22 -1.23 0.57
H -1.45 0.35 0.98
H 1.42 -1.24 0.88
H 2.04 1.28 0.00
H 0.41 0.09 -1.73
H 2.28 -0.34 -1.67
H 1.19 3.37 1.17
H -1.52 1.04 -0.57